DFT (wB97M-V/def2-TZVPD) results for one molecule with the formula C20H24ClN3O4S at a distorted geometry.

Each line ends with the natural charge from an NBO analysis.
Atoms and positions in Å:
C -3.37547 -0.25912 2.19933  -0.657
C -3.02669 -0.80979 0.82286  -0.060
H -2.52774 -1.77610 0.92746  0.198
H -3.92302 -0.94612 0.20449  0.171
O -2.07407 -0.01004 0.13085  -0.494
C -2.44312 1.16475 -0.40659  0.329
C -1.41917 1.94757 -0.94569  -0.372
C -1.67285 3.14987 -1.56881  -0.176
C -2.97887 3.60388 -1.66661  -0.080
C -4.01385 2.85213 -1.13220  -0.201
C -3.75091 1.64723 -0.50657  -0.241
H -4.57784 1.08729 -0.10139  0.221
H -5.02923 3.20955 -1.20329  0.231
Cl -3.31342 5.10293 -2.44621  0.017
H -0.84018 3.71394 -1.95683  0.259
S 0.28483 1.40815 -0.82774  2.339
O 1.10308 2.46790 -1.34539  -0.947
O 0.56432 0.97085 0.51425  -0.944
N 0.35165 0.12536 -1.88740  -0.697
C 1.26469 0.25989 -3.00140  -0.226
H 0.87569 -0.32815 -3.83708  0.198
C 2.68195 -0.18169 -2.62463  -0.414
H 3.29338 -0.19986 -3.52790  0.222
H 3.10789 0.56942 -1.95809  0.221
C 2.68751 -1.56976 -1.95654  -0.318
C 3.27003 -1.63154 -0.54170  0.687
O 3.90490 -2.60558 -0.18308  -0.642
N 3.03176 -0.57705 0.26145  -0.628
H 2.35553 0.12984 0.00716  0.415
C 3.32538 -0.62572 1.68170  -0.257
C 2.03032 -0.70742 2.44167  0.026
C 1.56143 0.34541 3.21336  -0.234
C 0.30315 0.24159 3.78235  0.048
N -0.48051 -0.81278 3.63589  -0.444
C -0.02283 -1.82607 2.91741  0.031
C 1.21584 -1.82686 2.30370  -0.260
H 1.54608 -2.67184 1.71764  0.226
H -0.69112 -2.67411 2.83030  0.187
H -0.10747 1.04753 4.37722  0.191
H 2.15276 1.23734 3.34825  0.218
H 3.94055 -1.51550 1.84752  0.252
H 3.88552 0.26940 1.96639  0.203
C 1.27293 -2.17367 -1.91459  -0.405
H 1.28774 -3.08559 -1.31525  0.236
C 0.23312 -1.21512 -1.33535  -0.239
H -0.77236 -1.59484 -1.55585  0.200
H 0.32679 -1.13723 -0.24952  0.240
H 0.98098 -2.45234 -2.92911  0.208
H 3.31013 -2.25694 -2.53900  0.241
H 1.26626 1.31171 -3.28408  0.243
H -3.77772 0.74830 2.12731  0.206
H -2.48265 -0.23854 2.82133  0.257
H -4.11510 -0.90245 2.66801  0.216

Results
Charge   0
Energy   -2100.1343 a.u.
Gap between HOMO and LUMO   9.3 eV
E_LUMO   0.504 eV


DFT (wB97M-V/def2-TZVPD) results for C2H2FMgORb as an isolated structure at a distorted geometry.

Each line ends with the natural charge from an NBO analysis.
Atoms and positions in Å:
C -1.80195 -0.45203 -0.23544  -0.033
F -1.02041 0.64448 0.08085  -0.370
H -2.48468 -0.11997 -1.02993  0.192
C -0.61143 -2.57488 -0.58322  -0.055
O -0.63197 -1.40893 -1.08658  -0.475
Mg -2.02072 -2.20687 1.08930  1.558
Rb 2.42627 1.00433 -0.16336  0.998
H 0.10139 -3.24202 -1.09981  0.186

Results
Charge   +2
Energy   -476.0063 a.u.
Gap between HOMO and LUMO   9.0 eV
E_LUMO   -8.904 eV


DFT (wB97M-V/def2-TZVPD) results for a 6-piece molecular cluster, C2H16NO4 overall at a distorted geometry.

Each line ends with the natural charge from an NBO analysis.
Atoms and positions in Å:
C -0.50939 -1.73926 -0.97620  -0.545
C -0.35135 -0.22873 -1.30593  -0.299
N -0.17891 0.64170 -0.20802  -0.381
H -0.96049 -2.30481 -1.79387  0.256
H -1.30123 -1.78519 -0.22067  0.234
H 0.37950 -2.25837 -0.59864  0.291
H -1.27565 0.05946 -1.87706  0.393
H 0.41801 -0.08029 -2.06327  0.257
H -0.65872 0.33408 0.64781  0.454
H 0.85736 0.75433 -0.09891  0.468
H -3.71935 1.31772 1.50049  -0.017
H 0.87910 -2.34345 2.01914  0.492
H 0.39190 -0.19948 2.14768  0.474
O 0.84628 -1.59558 1.39516  -0.782
H -3.65397 2.02401 1.71012  0.017
H 0.24057 0.58578 3.45736  0.497
O -0.10436 0.54715 2.55755  -0.963
H -1.58077 3.25059 -2.26602  0.502
H -0.63780 2.26128 -1.55091  0.460
O -1.43803 2.31620 -2.08246  -0.911
H 1.83508 -1.13347 0.42204  0.507
H 3.15324 -0.45028 -0.20690  0.513
O 2.18609 -0.39253 -0.18257  -0.917

Results
Charge   +1
Energy   -440.9525 a.u.
Gap between HOMO and LUMO   4.9 eV
E_LUMO   -10.188 eV


DFT (wB97M-V/def2-TZVPD) results for C5H9O5V as an isolated structure at a distorted geometry.

Each line ends with the Löwdin spin population.
Atoms and positions in Å:
C -1.41104 -1.73444 2.15567  0.048
C -1.33065 -0.60203 1.16267  0.019
O 0.03762 -0.32044 0.80237  0.065
V 1.53990 -1.08126 1.82839  3.745
H -2.46742 -1.93950 2.37084  0.003
H -0.97163 -2.65639 1.74859  0.013
H -0.93666 -1.47800 3.11560  0.024
H -1.76835 0.31492 1.58101  0.000
H -1.87420 -0.85663 0.24135  0.000
C 0.16493 0.66983 -0.28175  0.014
C 1.58172 0.59941 -0.83332  0.028
O 1.74315 1.44211 -1.94238  0.006
C 1.23200 1.00195 -3.17193  0.000
O 0.58384 -0.05990 -3.15176  0.000
O 1.42690 1.80111 -4.09693  0.001
O -0.05937 1.92139 0.25268  0.005
H -0.58801 0.36722 -1.02174  0.000
H 1.81070 -0.44507 -1.08817  0.010
H 2.28492 0.97986 -0.07460  0.017
H -0.99834 2.07587 0.40340  0.000

Results
Charge   0
2S+1   5
Energy   -1515.9553 a.u.
Gap between HOMO and LUMO (alpha / beta)   5.3 / 5.1 eV
Expectation value of S²   6.003
E_LUMO (alpha / beta)   -1.906 / -2.050 eV


DFT (wB97M-V/def2-TZVPD) results for C4H5NO3 as an isolated structure at a distorted geometry.

Each line ends with the natural charge from an NBO analysis.
Atoms and positions in Å:
C 0.08798 -0.65167 0.53132  0.042
C 1.20908 -1.05521 -0.37437  -0.385
C 0.34303 0.19665 -0.62654  0.037
C -1.42484 -0.25497 0.45370  0.687
H 1.26447 1.15120 1.18232  0.497
H 1.13633 -1.75435 -1.28865  0.241
H 2.13824 -1.16539 0.15860  0.259
H -0.30079 0.28847 -1.50254  0.213
H -1.82613 1.34785 -0.39852  0.367
N -1.10906 1.18800 0.30309  -0.377
O 0.77308 0.05135 1.52924  -0.726
O 0.15411 1.53337 -0.18464  -0.332
O -2.44549 -0.87532 0.21700  -0.521

Results
Charge   0
Energy   -435.5953 a.u.
Gap between HOMO and LUMO   10.4 eV
E_LUMO   0.609 eV


DFT (wB97M-V/def2-TZVPD) results for one molecule with the formula C3H8NO2P at a distorted geometry.

Each line ends with the natural charge from an NBO analysis.
Atoms and positions in Å:
C -1.82762 1.56775 -0.59746  0.054
C 1.84086 -0.85330 -1.08335  -0.256
C 0.16120 -0.02450 1.66518  -0.970
N -0.73350 1.01302 -0.78652  -0.796
O -1.89751 -1.38434 0.13482  -1.078
O 0.55711 -1.35444 -0.79243  -0.789
P -0.45328 -0.47083 -0.04303  2.163
H -1.96412 2.52177 -0.98754  0.162
H -2.71629 1.02916 -0.14191  0.194
H 2.47802 -1.65694 -1.23169  0.207
H 2.21057 -0.29263 -0.22891  0.170
H 1.58266 -0.08287 -1.88467  0.207
H -0.39837 0.79568 1.99644  0.241
H -0.00192 -0.99215 2.32013  0.271
H 1.16220 0.18464 1.66092  0.220

Results
Charge   0
Energy   -665.6619 a.u.
Gap between HOMO and LUMO   9.4 eV
E_LUMO   0.388 eV